Entry 1:
Formula: C3H10NO2S
Source: the OMol25 dataset
Level of theory: wB97M-V/def2-TZVPD

Each line ends with the natural charge from an NBO analysis.
Geometry (Å):
C: 0.58 0.33 0.78  -0.2483
C: 1.96 -0.27 1.08  -0.5132
S: 3.17 1.00 1.53  -0.0863
N: -0.19 -0.73 0.13  -0.6976
C: -1.69 -0.41 -0.08  0.1339
O: -1.83 0.64 -0.90  -0.9584
H: 0.43 1.26 0.24  0.2076
H: 0.19 0.53 1.80  0.1632
H: 1.84 -0.98 1.96  0.2143
H: 2.34 -0.90 0.29  0.2194
H: 2.80 1.26 2.82  0.1134
H: 0.19 -0.85 -0.80  0.3377
H: -2.17 -0.15 0.91  0.0965
H: -2.05 -1.33 -0.55  0.0926
H: -2.04 -0.53 -3.29  0.4388
H: -1.75 0.70 -2.47  0.5154
O: -1.77 0.41 -3.44  -1.0292

Calculated values
Largest force on an atom   2.2 eV/A
E   -723.71988 Ha
Gap between HOMO and LUMO   6.40 eV
Total charge   -1
2S+1   1

=====

Entry 2:
Formula: C3H10NO3
Source: the OMol25 dataset
Level of theory: wB97M-V/def2-TZVPD

Each line ends with the natural charge from an NBO analysis.
Geometry (Å):
C: -1.36 -0.84 0.16  -0.6521
C: -0.51 0.26 0.68  0.0829
O: -0.88 1.54 0.33  -0.7534
C: 1.04 0.10 0.14  0.6332
N: 1.00 0.02 -1.36  -0.7561
O: 1.58 -1.14 0.73  -0.7208
O: 1.84 1.18 0.39  -0.7296
H: -1.28 -0.81 -0.91  0.1865
H: -0.95 -1.78 0.55  0.2550
H: -2.42 -0.72 0.45  0.2585
H: -0.29 0.22 1.83  0.1887
H: -1.28 2.08 1.13  0.5208
H: 1.90 0.57 -1.72  0.4871
H: 0.91 -0.94 -1.78  0.4704
H: 0.17 0.64 -1.65  0.4683
H: 1.89 -0.93 1.69  0.5183
H: 1.44 2.01 0.91  0.5421

Calculated values
Largest force on an atom   4.1 eV/A
E   -400.49600 Ha
Gap between HOMO and LUMO   11.26 eV
SMILES string   C[C@H](O)C([NH3+])(O)O
Total charge   +1
2S+1   1

=====

Entry 3:
Formula: C3H10NO3S
Source: the OMol25 dataset
Level of theory: wB97M-V/def2-TZVPD

Each line ends with the natural charge from an NBO analysis.
Geometry (Å):
O: 1.95 1.99 0.84  -0.6819
C: 1.96 0.83 0.47  0.4991
N: 0.79 0.33 -0.03  -0.6438
C: 0.83 -1.15 -0.53  -0.2259
C: 0.15 -1.06 -1.91  -0.5274
S: -1.70 -0.73 -1.84  -0.7391
H: 2.84 0.22 0.67  0.1292
H: -0.15 0.86 -0.12  0.4624
H: 0.33 -1.72 0.15  0.1936
H: 1.90 -1.43 -0.63  0.1754
H: 0.27 -1.94 -2.54  0.1920
H: 0.52 -0.14 -2.58  0.1955
H: 0.36 0.16 2.46  0.4716
H: 1.15 1.31 2.58  0.4701
O: 0.72 0.73 3.14  -0.9485
H: -2.75 0.52 0.56  0.4613
H: -2.46 -0.85 0.43  0.4888
O: -2.41 -0.15 1.07  -0.9724

Calculated values
Largest force on an atom   4.9 eV/A
E   -798.99640 Ha
Gap between HOMO and LUMO   6.99 eV
Total charge   -1
2S+1   1

=====

Entry 4:
Formula: C3H10NO4
Source: the OMol25 dataset
Level of theory: wB97M-V/def2-TZVPD

Each line ends with the natural charge from an NBO analysis.
Geometry (Å):
C: 0.31 -1.65 1.60  0.5432
N: -0.04 -0.42 1.21  -0.6205
C: 0.88 0.65 1.01  -0.2521
C: 1.26 0.89 -0.47  -0.0208
O: 0.18 0.88 -1.31  -0.9367
O: -0.41 -2.61 1.75  -0.6472
H: 1.38 -1.71 1.94  0.0757
H: -0.91 -0.23 0.72  0.4391
H: 1.86 0.56 1.51  0.1788
H: 0.56 1.62 1.43  0.1834
H: 2.01 0.06 -0.72  0.0968
H: 1.89 1.79 -0.63  0.1220
H: -2.38 0.71 -0.95  0.4331
H: -1.10 1.28 -0.79  0.4943
O: -2.06 1.34 -0.28  -1.0435
H: -0.57 -0.49 -1.98  0.5111
H: -1.88 -1.30 -1.85  0.4408
O: -0.99 -1.37 -2.19  -0.9974

Calculated values
Largest force on an atom   2.8 eV/A
E   -476.06616 Ha
Gap between HOMO and LUMO   8.48 eV
Total charge   -1
2S+1   1

=====

Entry 5:
Formula: C3H10NO4
Source: the OMol25 dataset
Level of theory: wB97M-V/def2-TZVPD

Each line ends with the natural charge from an NBO analysis.
Geometry (Å):
C: 1.37 -2.31 0.36  -0.2013
C: 1.24 -0.90 0.95  -0.5460
C: 0.35 0.05 0.06  0.7739
O: -0.92 -0.03 0.19  -0.8524
O: 0.93 0.93 -0.59  -0.7734
N: 1.48 -2.36 -1.10  -0.8657
H: 2.43 -2.59 0.80  0.1554
H: 0.56 -2.97 0.69  0.1897
H: 0.85 -0.93 1.97  0.2060
H: 2.14 -0.29 0.85  0.2118
H: 1.88 -1.55 -1.53  0.3718
H: 0.53 -2.53 -1.46  0.3577
H: -0.33 2.30 -0.01  0.5020
H: -0.90 2.01 1.26  0.4604
O: -0.66 2.81 0.76  -0.9849
H: -2.71 1.38 0.23  0.4804
H: -2.59 0.54 -1.02  0.4893
O: -3.08 1.29 -0.65  -0.9748

Calculated values
Largest force on an atom   2.9 eV/A
E   -476.09099 Ha
Gap between HOMO and LUMO   8.83 eV
Total charge   -1
2S+1   1

=====

Entry 6:
Formula: C3H10NO4
Source: the OMol25 dataset
Level of theory: wB97M-V/def2-TZVPD

Each line ends with the natural charge from an NBO analysis.
Geometry (Å):
C: -2.27 -1.77 -2.09  -0.4117
N: -0.82 -1.53 -1.88  -0.6563
C: -0.49 -0.38 -1.07  -0.3638
C: -0.17 -0.88 0.41  0.7561
O: -0.62 -0.16 1.35  -0.7974
O: 0.39 -1.98 0.50  -0.7590
H: -2.79 -1.97 -1.15  0.1633
H: -2.25 -2.65 -2.72  0.1838
H: -2.69 -0.88 -2.56  0.1795
H: -0.41 -2.34 -1.42  0.3814
H: -1.30 0.35 -0.94  0.1885
H: 0.26 0.25 -1.57  0.1845
H: 0.35 1.21 0.93  0.5043
H: 1.72 1.65 0.42  0.4476
O: 0.88 2.04 0.75  -1.0008
H: 4.03 3.14 3.22  0.4634
H: 2.67 3.19 3.90  0.4755
O: 3.52 2.72 3.93  -0.9390

Calculated values
Largest force on an atom   2.0 eV/A
E   -476.07701 Ha
Gap between HOMO and LUMO   7.55 eV
Total charge   -1
2S+1   1

=====

Entry 7:
Formula: C3H10NOP
Source: the OMol25 dataset
Level of theory: wB97M-V/def2-TZVPD

Each line ends with the natural charge from an NBO analysis.
Geometry (Å):
C: -1.01 -1.53 0.02  -0.6280
C: -0.31 -0.18 -0.16  -0.6153
C: 0.33 0.02 -1.52  -0.6077
P: 1.04 0.19 0.99  1.2225
N: 0.12 2.18 1.21  -1.0955
O: 0.53 -0.21 2.46  -0.9858
H: -1.17 -1.98 1.09  0.2198
H: -1.87 -1.40 -0.65  0.2280
H: -0.33 -2.31 -0.34  0.2078
H: -1.01 0.64 -0.08  0.2580
H: 1.33 -0.39 -1.52  0.2039
H: 0.50 1.13 -1.77  0.2191
H: -0.21 -0.47 -2.22  0.2130
H: 0.41 2.50 2.07  0.3351
H: 0.65 2.75 0.57  0.3339
H: -0.38 -0.30 2.58  0.4913

Calculated values
Largest force on an atom   4.5 eV/A
E   -591.60070 Ha
Gap between HOMO and LUMO   9.44 eV
SMILES string   CC(C)P(N)O
Total charge   0
2S+1   1

=====

Entry 8:
Formula: C3H10NOP
Source: the OMol25 dataset
Level of theory: wB97M-V/def2-TZVPD

Each line ends with the natural charge from an NBO analysis.
Geometry (Å):
C: -2.54 0.92 0.67  -1.0375
P: -1.11 -0.12 0.19  1.2257
N: -1.28 0.06 -1.52  -1.1736
O: -1.64 -1.68 0.23  -0.9929
H: -2.45 1.97 0.22  0.2522
H: -3.54 0.71 0.28  0.2351
H: -2.89 0.90 1.65  0.2263
H: -0.49 0.48 -1.98  0.3818
H: -1.57 -0.77 -2.01  0.3940
H: -2.11 -1.91 1.03  0.4930
C: 3.17 0.35 0.42  -0.3645
C: 2.82 -0.80 -0.10  -0.3853
H: 2.65 1.21 0.13  0.1759
H: 4.07 0.54 1.00  0.1852
H: 2.01 -0.80 -0.70  0.1905
H: 3.45 -1.60 0.18  0.1943

Calculated values
Largest force on an atom   3.8 eV/A
E   -591.60733 Ha
Gap between HOMO and LUMO   9.20 eV
SMILES string   CP(N)O.C=C
Total charge   0
2S+1   1